No. 1
Density functional theory data (the ωB97M-V functional and the def2-TZVPD basis) for a structure of composition C29H36BrN6O6SSn.

XYZ file:
```
80
Properties=species:S:1:pos:R:3:mulliken_charge:R:1
Sn -1.070 1.305 0.580 1.077
C -0.749 0.375 4.700 -1.561
C -1.310 1.518 3.894 0.739
C -2.614 1.469 3.406 -0.661
C -3.156 2.529 2.678 0.671
C -4.571 2.471 2.161 -1.506
C -2.369 3.657 2.455 -0.446
C -1.057 3.730 2.913 0.908
C -0.229 4.962 2.653 -1.547
C -0.537 2.646 3.618 -0.674
H -0.314 -0.377 4.037 0.161
H -1.530 -0.111 5.284 0.412
H 0.030 0.719 5.380 0.424
H -3.232 0.606 3.632 0.360
H -4.599 2.074 1.142 0.240
H -5.018 3.465 2.137 0.416
H -5.192 1.826 2.781 0.417
H -2.797 4.507 1.932 0.450
H 0.119 4.983 1.615 0.157
H 0.645 4.998 3.304 0.404
H -0.818 5.864 2.817 0.427
H 0.476 2.701 4.008 0.377
C 3.591 4.574 -2.183 -1.366
C 2.097 4.454 -2.048 0.519
C 1.216 5.106 -2.904 -0.488
C -0.152 4.963 -2.743 -0.648
C -0.588 4.157 -1.709 0.089
Br -2.453 3.918 -1.421 -0.130
N 0.214 3.521 -0.882 0.282
C 1.530 3.671 -1.053 -0.503
H 3.861 5.368 -2.877 0.397
H 4.023 3.642 -2.557 0.286
H 4.055 4.788 -1.219 0.359
H 1.600 5.728 -3.703 0.408
H -0.857 5.460 -3.393 0.473
H 2.161 3.136 -0.348 0.394
O -0.477 -0.602 1.577 -0.454
N -0.990 -1.695 1.139 -0.388
N -1.852 -1.539 0.233 1.249
O -2.208 -0.344 -0.227 -0.823
C -2.499 -2.693 -0.349 0.152
C -3.135 -2.541 -1.567 -0.340
C -3.727 -3.648 -2.159 -0.753
C -3.683 -4.883 -1.531 -0.471
C -3.052 -5.013 -0.299 -0.675
C -2.457 -3.919 0.301 -0.139
H -3.159 -1.573 -2.044 0.429
H -4.221 -3.541 -3.116 0.383
H -4.145 -5.745 -1.996 0.422
H -3.031 -5.973 0.200 0.425
H -1.969 -4.004 1.262 0.428
C 1.975 -5.459 1.033 -1.028
C 2.037 -5.538 -0.493 -0.506
S 1.785 -3.948 -1.257 1.036
O 0.650 -3.294 -0.652 -0.319
O 1.830 -4.097 -2.688 -0.696
C 3.231 -3.002 -0.767 -0.649
C 3.410 -1.784 -1.673 -1.387
N 2.226 -0.908 -1.728 0.416
C 1.768 -0.162 -0.698 0.929
N 0.615 0.415 -1.007 0.358
C 0.282 -0.008 -2.264 -0.803
C 1.266 -0.812 -2.722 -0.395
N 1.396 -1.312 -4.069 1.234
O 0.361 -1.536 -4.657 -0.609
O 2.523 -1.497 -4.496 -0.637
C 2.454 -0.033 0.616 -1.978
H 1.802 -6.448 1.454 0.391
H 1.159 -4.808 1.344 0.229
H 2.907 -5.078 1.452 0.281
H 1.245 -6.157 -0.918 0.387
H 2.997 -5.889 -0.873 0.441
H 4.102 -3.654 -0.856 0.686
H 3.069 -2.725 0.275 0.317
H 3.635 -2.086 -2.686 0.442
H 4.243 -1.196 -1.296 0.434
H -0.610 0.314 -2.777 0.655
H 3.539 0.005 0.513 0.582
H 2.188 -0.870 1.268 0.175
H 2.115 0.876 1.112 0.249
```

Properties
- total charge = +1
- energy relative to the best compared isomer or geometry (same formula, charge and spin) (kJ/mol) = 22.34
- E_LUMO (eV) = -2.567
- orbital gap (eV) = 8.698
- strongest force on any atom (eV/Å) = 0.8

***

No. 2
Density functional theory data (the ωB97M-V functional and the def2-TZVPD basis) for a structure of composition C29H36Cl2MgN4O2P2 at a distorted geometry.

XYZ file:
```
76
Properties=species:S:1:pos:R:3:mulliken_charge:R:1
Mg -0.057 1.857 -1.965 1.788
C -1.810 1.658 -6.615 -0.692
C -1.933 0.327 -6.509 -0.225
C -0.992 -0.678 -7.128 -1.013
C 0.472 -0.202 -7.244 -1.401
C 1.069 0.483 -6.044 0.116
C 0.844 1.720 -5.583 0.088
C 0.393 2.813 -6.485 -1.325
C -0.778 2.405 -7.396 -0.904
C 1.365 1.650 -0.071 -1.345
H -2.557 2.317 -6.180 0.376
H -2.893 -0.129 -6.201 1.119
H -1.352 -0.947 -8.142 0.457
H -1.023 -1.616 -6.552 0.268
H 1.090 -1.092 -7.438 0.476
H 0.574 0.400 -8.159 0.428
H 1.906 -0.074 -5.607 0.492
H 1.269 2.025 -4.627 0.588
H 1.231 3.125 -7.134 0.329
H 0.112 3.698 -5.898 0.303
H -1.262 3.320 -7.774 0.508
H -0.431 1.846 -8.265 0.300
H 0.697 2.093 0.694 0.411
H 2.234 2.320 -0.257 0.402
H 1.734 0.694 0.362 0.181
P 1.458 -0.469 -2.217 -0.095
P -1.613 -1.350 -1.989 -0.002
N 2.723 0.634 -3.029 1.284
N 2.665 -1.654 -1.716 0.799
N -2.351 0.083 -2.657 0.266
N -3.081 -2.263 -1.910 0.515
C 0.679 -1.289 -3.639 0.947
C -0.695 -1.967 -3.448 -1.381
C 2.693 2.034 -2.877 -0.737
C 3.782 2.587 -3.538 -0.876
C 4.487 1.517 -4.169 -0.892
C 3.807 0.335 -3.859 -0.512
C 3.618 -1.400 -0.714 -0.617
C 4.364 -2.554 -0.506 -0.638
C 3.871 -3.554 -1.411 -0.701
C 2.841 -2.974 -2.146 -0.482
C -2.250 1.434 -2.114 -1.302
C -2.894 2.273 -3.065 -0.464
C -3.429 1.474 -4.080 -1.539
C -3.074 0.156 -3.813 -0.020
C -4.286 -2.383 -2.628 -0.155
C -5.179 -3.127 -1.862 -0.602
C -4.511 -3.489 -0.644 -0.784
C -3.230 -2.971 -0.697 -0.564
H 1.386 -1.979 -4.112 1.115
H 0.506 -0.489 -4.367 -2.358
H -1.321 -1.836 -4.345 0.404
H -0.567 -3.051 -3.296 0.421
H 1.972 2.523 -2.215 0.281
H 4.021 3.643 -3.539 0.481
H 5.382 1.634 -4.768 0.455
H 4.044 -0.678 -4.163 0.496
H 3.646 -0.427 -0.243 0.433
H 5.155 -2.652 0.224 0.444
H 4.229 -4.573 -1.487 0.432
H 2.217 -3.396 -2.920 0.420
H -2.414 1.480 -1.038 0.770
H -2.923 3.357 -3.002 0.570
H -3.968 1.782 -4.966 0.970
H -3.268 -0.739 -4.375 0.662
H -4.450 -1.939 -3.602 0.382
H -6.203 -3.364 -2.129 0.437
H -4.915 -4.043 0.191 0.443
H -2.404 -2.986 0.008 0.596
Cl -1.690 0.711 3.581 -0.195
C -1.774 -0.519 2.313 0.080
Cl -3.436 -1.106 1.976 -0.191
C -1.154 -0.017 0.950 0.381
O -0.463 -0.921 0.379 -0.587
O -1.371 1.154 0.603 -0.797
H -1.163 -1.379 2.585 0.283
```

Properties
- E_LUMO (spin up / spin down) (eV) = -1.080 / -1.080
- orbital gap (spin up / spin down) (eV) = 6.172 / 6.171
- strongest force on any atom (eV/Å) = 3.0

***

No. 3
Density functional theory data (the ωB97M-V functional and the def2-TZVPD basis) for a structure of composition C29H36Cl2N4O2P2Ti at a distorted geometry.

XYZ file:
```
76
Properties=species:S:1:pos:R:3:mulliken_charge:R:1
Ti -0.249 -1.651 0.320 -1.523
C -0.693 -6.099 -0.107 -0.089
C -1.423 -5.797 -1.164 -0.742
C -2.879 -6.157 -1.348 -0.898
C -3.717 -6.157 -0.047 -1.001
C -3.382 -5.022 0.895 -0.410
C -2.371 -4.929 1.764 0.476
C -1.496 -6.047 2.227 -1.021
C -1.087 -6.962 1.073 -1.029
C -0.801 -0.029 1.717 -0.921
H 0.374 -5.888 -0.100 0.571
H -0.922 -5.530 -2.102 1.213
H -3.003 -7.154 -1.799 0.441
H -3.351 -5.468 -2.061 0.241
H -4.774 -6.037 -0.336 0.437
H -3.685 -7.151 0.424 0.297
H -4.201 -4.295 0.953 0.445
H -2.377 -4.116 2.478 0.232
H -1.960 -6.643 3.034 0.483
H -0.590 -5.600 2.657 0.199
H -0.229 -7.570 1.392 0.483
H -1.899 -7.668 0.849 0.290
H 0.242 0.374 1.782 0.260
H -1.117 -0.318 2.728 0.532
H -1.431 0.812 1.390 0.327
P -2.747 -1.765 0.147 1.166
P 0.031 -2.671 -1.919 -0.070
N -3.477 -2.097 1.787 1.314
N -3.957 -0.569 -0.243 0.832
N 1.057 -3.855 -1.027 0.926
N 0.946 -2.460 -3.349 0.907
C -2.815 -2.949 -1.247 1.167
C -1.728 -2.972 -2.385 -1.322
C -2.671 -2.222 2.937 -0.997
C -3.491 -2.429 4.044 -0.683
C -4.840 -2.417 3.574 -1.030
C -4.810 -2.202 2.200 -0.597
C -4.272 0.512 0.598 -0.567
C -5.248 1.277 -0.017 -0.729
C -5.545 0.670 -1.279 -0.746
C -4.734 -0.450 -1.402 -0.457
C 1.113 -3.698 0.389 0.017
C 2.129 -4.508 0.880 -0.383
C 2.767 -5.121 -0.231 -1.174
C 2.111 -4.695 -1.387 -0.371
C 1.484 -3.389 -4.248 -0.361
C 2.106 -2.708 -5.291 -0.926
C 1.924 -1.300 -5.051 -0.724
C 1.217 -1.173 -3.864 -0.433
H -3.808 -2.881 -1.708 1.228
H -2.784 -3.926 -0.774 -2.736
H -1.769 -3.930 -2.927 1.024
H -1.956 -2.173 -3.111 0.500
H -1.591 -2.201 2.872 0.523
H -3.141 -2.590 5.050 0.513
H -5.724 -2.557 4.177 0.489
H -5.617 -2.068 1.491 0.501
H -3.765 0.625 1.544 0.417
H -5.700 2.161 0.409 0.483
H -6.272 1.011 -1.999 0.474
H -4.634 -1.167 -2.200 0.431
H 0.293 -3.255 0.995 0.114
H 2.400 -4.612 1.929 0.576
H 3.620 -5.791 -0.193 0.514
H 2.328 -4.916 -2.422 0.402
H 1.385 -4.445 -4.059 0.527
H 2.634 -3.152 -6.127 0.470
H 2.273 -0.482 -5.677 0.472
H 0.859 -0.304 -3.331 0.488
Cl -0.920 0.152 -1.342 -0.222
C 2.798 0.900 -0.799 -0.144
Cl 2.076 2.073 0.095 0.186
C 2.417 -0.473 -0.739 0.723
O 2.956 -1.279 -1.521 -0.382
O 1.452 -0.843 0.115 -0.072
H 3.575 1.234 -1.470 0.447
```

Properties
- total charge = +2
- E_LUMO (spin up / spin down) (eV) = -10.269 / -10.191
- orbital gap (spin up / spin down) (eV) = 2.799 / 2.877
- strongest force on any atom (eV/Å) = 5.1

***

Q: Among the records above, which one has the highest strongest force on any atom?
A: C29H36Cl2N4O2P2Ti

***

Q: Which of these has the highest strongest force on any atom?
A: C29H36Cl2N4O2P2Ti

***

Q: Among the records above, which one has the lowest strongest force on any atom?
A: C29H36BrN6O6SSn